(1)
{"formula": "C2H9NP2", "method": "ωB97M-V/def2-TZVPD", "orbital_gap_ev": 8.4, "total_charge": 0, "spin_multiplicity": 1, "smiles": "CCN[PH2]=P", "symbols": ["C", "C", "N", "P", "P", "H", "H", "H", "H", "H", "H", "H", "H", "H"], "positions_angstrom": [[-1.51, 0.10, 1.06], [-0.71, 0.16, -0.29], [0.61, 0.78, -0.12], [1.91, -0.31, -0.38], [3.19, -0.35, -2.01], [-1.32, 0.99, 1.52], [-2.48, 0.05, 0.91], [-1.21, -0.64, 1.77], [-0.67, -0.84, -0.59], [-1.15, 0.70, -1.09], [0.81, 1.77, -0.25], [2.71, 0.12, 0.84], [1.45, -1.44, 0.27], [2.46, -1.24, -2.69]], "lowdin_charge": [-0.0531, -0.3031, -0.3078, 0.3786, 0.3014, 0.0353, 0.0129, 0.0727, 0.0661, 0.0900, 0.0806, -0.0106, -0.0375, -0.3255]}


(2)
{"formula": "C43H80N2O7S2", "method": "ωB97M-V/def2-TZVPD", "orbital_gap_ev": 7.3, "total_charge": 0, "spin_multiplicity": 1, "smiles": "CCCCN(CCCCC1=C(CCCCn2cccc2)C(=O)C(CCCCOC)=CC1=O)C(=S)SCCC.CC(C)O.CC(C)O.CC(C)O.CC(C)O", "symbols": ["C", "C", "C", "C", "N", "C", "C", "C", "C", "C", "C", "C", "C", "C", "C", "N", "C", "C", "C", "C", "C", "O", "C", "C", "C", "C", "C", "O", "C", "C", "C", "O", "C", "S", "S", "C", "C", "C", "H", "H", "H", "H", "H", "H", "H", "H", "H", "H", "H", "H", "H", "H", "H", "H", "H", "H", "H", "H", "H", "H", "H", "H", "H", "H", "H", "H", "H", "H", "H", "H", "H", "H", "H", "H", "H", "H", "H", "H", "H", "H", "H", "H", "H", "H", "H", "H", "C", "C", "C", "O", "H", "H", "H", "H", "H", "H", "H", "H", "C", "C", "C", "O", "H", "H", "H", "H", "H", "H", "H", "H", "C", "C", "C", "O", "H", "H", "H", "H", "H", "H", "H", "H", "C", "C", "C", "O", "H", "H", "H", "H", "H", "H", "H", "H"], "positions_angstrom": [[-0.80, 4.29, 0.12], [-2.26, 4.19, 0.78], [-3.22, 3.08, 0.14], [-3.39, 3.19, -1.47], [-2.40, 2.28, -2.13], [-2.78, 0.85, -2.08], [-1.40, -0.01, -2.09], [-0.36, 0.47, -0.96], [1.14, 0.43, -1.61], [1.63, -1.09, -1.43], [2.18, -1.59, -0.20], [2.35, -0.66, 1.08], [3.40, 0.55, 0.91], [4.41, 0.69, 2.17], [4.51, 2.25, 2.64], [3.21, 2.69, 3.26], [2.59, 1.91, 4.31], [1.27, 2.62, 4.66], [1.20, 3.90, 3.77], [2.48, 3.90, 2.88], [2.57, -3.16, -0.24], [3.58, -3.64, 0.34], [1.51, -4.08, -1.06], [1.03, -5.52, -0.58], [-0.60, -5.45, -0.47], [-1.18, -6.13, 0.87], [-1.50, -4.95, 1.93], [-0.30, -4.21, 2.29], [0.09, -4.45, 3.68], [0.96, -3.58, -2.28], [1.45, -2.09, -2.69], [1.63, -1.74, -3.87], [-2.00, 2.73, -3.46], [-2.19, 1.92, -4.90], [-1.13, 4.41, -3.56], [0.69, 4.18, -3.30], [1.37, 3.03, -4.20], [2.81, 2.66, -3.52], [-0.57, 5.42, 0.01], [-0.66, 3.71, -0.85], [0.00, 3.89, 0.85], [-2.10, 3.87, 1.88], [-2.80, 5.21, 0.85], [-4.29, 3.10, 0.59], [-2.79, 2.05, 0.46], [-3.28, 4.29, -1.74], [-4.44, 2.85, -1.79], [-3.53, 0.51, -2.87], [-3.27, 0.59, -1.06], [-0.94, -0.10, -3.13], [-1.72, -1.08, -1.80], [-0.60, 1.47, -0.47], [-0.32, -0.30, -0.09], [1.01, 0.73, -2.71], [1.84, 1.19, -1.15], [1.30, -0.30, 1.41], [2.73, -1.31, 1.95], [2.77, 1.52, 0.93], [3.98, 0.52, -0.06], [5.45, 0.39, 1.80], [4.12, 0.01, 3.04], [4.71, 2.89, 1.72], [5.41, 2.41, 3.35], [3.07, 0.96, 4.73], [0.53, 2.23, 5.44], [0.35, 4.65, 3.77], [2.74, 4.68, 2.09], [1.42, -5.67, 0.49], [1.33, -6.35, -1.30], [-1.06, -5.87, -1.44], [-0.89, -4.33, -0.42], [-2.18, -6.61, 0.61], [-0.47, -6.92, 1.32], [-2.24, -4.18, 1.49], [-2.03, -5.37, 2.87], [-0.16, -5.53, 3.96], [1.22, -4.32, 3.73], [-0.47, -3.70, 4.36], [0.19, -4.15, -2.90], [1.00, 4.00, -2.21], [1.19, 5.18, -3.62], [1.64, 3.50, -5.22], [0.72, 2.12, -4.39], [3.66, 3.26, -4.03], [3.01, 1.55, -3.65], [2.86, 2.93, -2.41], [-1.46, -10.92, 3.29], [-1.50, -10.10, 2.01], [-1.77, -10.98, 0.80], [-0.25, -9.43, 1.84], [-0.66, -11.67, 3.25], [-1.25, -10.28, 4.15], [-2.41, -11.44, 3.46], [-2.28, -9.34, 2.09], [-0.98, -11.73, 0.68], [-1.78, -10.38, -0.11], [-2.73, -11.50, 0.89], [0.44, -10.10, 1.77], [7.67, -2.47, -1.19], [6.38, -1.68, -1.15], [5.65, -1.76, -2.48], [6.66, -0.32, -0.85], [8.35, -2.08, -1.95], [8.20, -2.40, -0.23], [7.49, -3.53, -1.40], [5.73, -2.06, -0.36], [6.25, -1.34, -3.29], [4.72, -1.18, -2.44], [5.40, -2.80, -2.73], [7.23, 0.03, -1.55], [-0.72, 9.91, -1.48], [-1.03, 8.84, -0.44], [-1.97, 9.36, 0.63], [0.19, 8.41, 0.17], [-0.23, 10.77, -1.02], [-0.03, 9.52, -2.24], [-1.63, 10.24, -1.98], [-1.47, 7.97, -0.93], [-1.53, 10.21, 1.16], [-2.17, 8.59, 1.38], [-2.92, 9.69, 0.19], [0.59, 9.18, 0.61], [-8.01, 0.35, 0.97], [-7.03, 1.49, 0.73], [-7.72, 2.70, 0.11], [-5.99, 1.05, -0.14], [-8.46, 0.02, 0.03], [-7.49, -0.51, 1.40], [-8.81, 0.66, 1.65], [-6.56, 1.78, 1.67], [-8.16, 2.44, -0.86], [-7.01, 3.50, -0.07], [-8.52, 3.07, 0.76], [-6.39, 0.79, -0.98]], "lowdin_charge": [-0.1206, -0.2416, -0.1832, -0.1802, -0.2149, -0.2150, -0.1680, -0.1506, -0.1129, -0.0580, -0.0600, -0.1211, -0.1750, -0.1648, -0.1567, -0.1813, -0.0717, -0.0871, -0.0924, -0.0622, -0.2038, 0.0357, -0.0995, -0.1271, -0.1918, -0.1596, -0.2320, -0.2542, -0.1088, 0.0556, -0.2585, 0.0339, -0.9702, 0.6518, 0.7711, -0.4913, -0.2781, -0.1340, 0.0776, 0.0174, 0.0638, 0.1024, 0.1046, 0.1014, 0.1099, 0.1116, 0.1233, 0.1037, 0.1233, 0.0910, 0.1171, 0.0901, 0.1061, 0.0842, 0.0904, 0.1223, 0.1138, 0.1026, 0.1108, 0.1065, 0.0902, 0.1240, 0.1266, 0.1108, 0.0775, 0.0747, 0.1092, 0.1124, 0.1221, 0.1091, 0.1060, 0.1092, 0.1065, 0.1282, 0.1198, 0.0954, 0.0971, 0.1008, 0.1292, 0.0596, 0.0971, 0.1114, 0.0660, 0.0802, 0.0702, 0.0613, -0.0658, -0.5030, -0.0647, -0.0706, 0.0816, 0.0800, 0.0805, 0.1354, 0.0817, 0.0792, 0.0805, 0.0907, -0.0619, -0.4995, -0.0560, -0.0693, 0.0799, 0.0794, 0.0817, 0.1253, 0.0831, 0.0670, 0.0857, 0.0873, -0.0657, -0.5060, -0.0657, -0.0651, 0.0806, 0.0797, 0.0802, 0.1339, 0.0808, 0.0768, 0.0800, 0.0869, -0.0647, -0.5027, -0.0624, -0.0758, 0.0818, 0.0801, 0.0807, 0.1384, 0.0831, 0.0738, 0.0812, 0.0913]}


(3)
{"formula": "C16H32O13S", "method": "ωB97M-V/def2-TZVPD", "orbital_gap_ev": 9.5, "total_charge": 0, "spin_multiplicity": 1, "smiles": "CCOCOC(=O)OCSCC.COC(=O)OC.COC(=O)OC.COC(=O)OC", "symbols": ["C", "C", "O", "C", "O", "C", "O", "O", "C", "S", "C", "C", "H", "H", "H", "H", "H", "H", "H", "H", "H", "H", "H", "H", "H", "H", "C", "O", "C", "O", "O", "C", "H", "H", "H", "H", "H", "H", "C", "O", "C", "O", "O", "C", "H", "H", "H", "H", "H", "H", "C", "O", "C", "O", "O", "C", "H", "H", "H", "H", "H", "H"], "positions_angstrom": [[2.00, -0.03, 2.43], [0.96, 0.96, 2.92], [0.05, 1.20, 1.87], [-1.02, 1.96, 2.26], [-2.08, 1.64, 1.37], [-3.12, 2.49, 1.46], [-3.06, 3.71, 1.29], [-4.25, 1.81, 1.74], [-5.43, 2.41, 1.19], [-6.77, 1.21, 1.08], [-6.51, 0.08, 2.48], [-6.44, -1.35, 1.96], [1.61, -1.04, 2.48], [2.90, 0.06, 3.02], [2.23, 0.19, 1.41], [1.47, 1.87, 3.21], [0.44, 0.53, 3.77], [-1.34, 1.74, 3.28], [-0.78, 3.02, 2.19], [-5.72, 3.27, 1.77], [-5.23, 2.73, 0.18], [-5.64, 0.35, 3.05], [-7.38, 0.17, 3.11], [-6.78, -2.06, 2.70], [-5.43, -1.58, 1.64], [-7.07, -1.43, 1.09], [7.01, -2.57, 4.43], [7.50, -2.74, 3.10], [6.65, -2.37, 2.15], [5.55, -1.91, 2.33], [7.22, -2.58, 0.97], [6.41, -2.21, -0.15], [7.80, -2.91, 5.10], [6.80, -1.52, 4.63], [6.11, -3.17, 4.59], [6.18, -1.15, -0.13], [5.49, -2.80, -0.16], [7.00, -2.44, -1.03], [-7.61, 4.06, -1.12], [-8.48, 4.26, -2.23], [-9.72, 3.84, -2.04], [-10.14, 3.33, -1.03], [-10.42, 4.07, -3.14], [-11.79, 3.67, -3.07], [-6.64, 4.45, -1.41], [-7.97, 4.61, -0.25], [-7.52, 3.01, -0.88], [-12.31, 4.20, -2.28], [-11.86, 2.59, -2.90], [-12.23, 3.91, -4.03], [7.96, -3.29, -6.68], [7.96, -3.26, -5.25], [9.15, -3.46, -4.70], [10.18, -3.66, -5.30], [9.02, -3.41, -3.38], [10.23, -3.62, -2.65], [6.93, -3.11, -6.99], [8.60, -2.50, -7.08], [8.28, -4.26, -7.04], [10.96, -2.85, -2.90], [10.64, -4.60, -2.86], [9.97, -3.55, -1.60]], "lowdin_charge": [-0.0586, -0.2685, -0.0794, -0.2236, 0.0832, -0.5396, 0.1255, -0.0246, -0.4565, 0.9227, -0.5163, -0.1654, 0.0747, 0.0723, 0.0783, 0.1208, 0.1176, 0.1436, 0.1428, 0.0920, 0.0786, 0.0682, 0.0589, 0.0670, 0.0709, 0.0476, -0.0401, 0.0063, -0.6334, 0.1213, 0.0058, -0.0298, 0.0928, 0.0967, 0.0971, 0.0985, 0.0990, 0.0869, -0.0483, 0.0124, -0.6294, 0.1294, 0.0065, -0.0405, 0.0974, 0.1046, 0.0487, 0.0970, 0.0974, 0.0925, -0.0388, 0.0047, -0.6336, 0.1294, -0.0022, -0.0352, 0.0928, 0.0976, 0.0976, 0.0985, 0.0982, 0.0905]}


Number 1: E_LUMO 0.92 eV, calculated total energy -22285.1380 eV, largest force on an atom 0.100 Eh/bohr. Number 2: E_LUMO -0.56 eV, calculated total energy -84860.7338 eV, largest force on an atom 0.103 Eh/bohr. Number 3: E_LUMO 0.69 eV, calculated total energy -54562.7224 eV, largest force on an atom 0.050 Eh/bohr.